1.
Below is one molecule with the formula C5H7FO in a non-equilibrium geometry, with properties calculated with wB97M-V/def2-TZVPD.

Results
F_max (eV Å⁻¹): 5.3
Structure (SMILES): O[C@H]1CCC=C1F
LUMO level (eV): 0.78
Spin multiplicity: 1
HOMO energy (eV): -9.515

```
14
Properties=species:S:1:pos:R:3:forces:R:3
C 0.656653 -0.007579 0.767435 2.4 0.2 3.5
C -0.227944 0.982001 0.190537 -2.5 1.8 -1.4
C -1.020442 0.136004 -0.841089 -2.4 -0.4 -1.4
C -0.462005 -1.280795 -0.863663 -2.7 1.5 -1.8
C 0.493122 -1.213979 -0.002384 3.4 -4.1 0.4
H 1.641113 1.644653 1.143488 2.5 -4.6 -0.8
H 0.431220 -0.259335 1.792017 -0.4 -0.3 0.6
H 0.607146 1.630195 -0.236717 -2.1 0.0 -0.5
H -1.013733 1.567889 0.829353 2.0 -1.0 -0.7
H -2.122861 -0.097005 -0.758957 0.6 0.9 1.5
H -1.183558 0.569494 -1.820695 1.1 0.3 -0.6
H -1.157045 -1.961736 -1.445507 2.0 0.2 0.9
O 2.019492 0.584704 0.903404 -2.8 4.0 0.6
F 1.338843 -2.294510 0.342779 -1.3 1.5 -0.3
```
Forces are in eV/Å.

2.
Below is a 2-piece molecular cluster, C6H10FNO2 overall, with properties calculated with wB97M-V/def2-TZVPD.

Results
F_max (eV Å⁻¹): 0.9
LUMO level (eV): 0.46
Spin multiplicity: 1
HOMO energy (eV): -8.935

```
20
Properties=species:S:1:pos:R:3:forces:R:3
C 3.096674 -1.304843 0.887758 0.7 -0.1 -0.7
C -1.791260 -1.565776 -0.334619 -0.2 0.3 0.1
C 1.909543 -1.322380 1.696030 -0.5 -0.7 0.2
C -1.607218 -0.086468 -0.363946 0.4 -0.3 0.1
C -0.356636 2.056159 -0.699664 -0.2 -0.1 0.0
C -0.510345 0.570737 -0.702784 -0.2 0.1 0.0
N 1.321227 -0.299596 2.196521 0.2 0.5 0.0
O 2.787444 -1.191855 -0.439400 -0.3 0.2 0.1
O 4.217400 -1.572318 1.261255 -0.3 0.3 0.2
F -2.703916 0.590372 0.073023 0.0 0.0 0.0
H -2.726275 -1.837557 -0.821364 0.0 -0.1 0.0
H -1.832931 -1.916889 0.696391 0.0 -0.1 0.0
H 0.610188 2.339483 -0.290062 0.1 0.1 0.1
H -1.150537 2.527919 -0.125144 0.0 0.1 0.0
H -0.399452 2.428858 -1.723468 0.0 0.1 0.0
H 0.335741 -0.009884 -1.037043 0.0 -0.2 0.0
H -0.962724 -2.050815 -0.838965 0.1 -0.1 0.0
H 0.480548 -0.436239 2.746124 0.1 0.1 -0.1
H 1.617060 0.675612 2.098014 0.0 -0.2 0.0
H 3.573298 -1.417428 -0.958711 0.1 0.0 0.2
```
Forces are in eV/Å.

3.
Below is an isolated ion of composition C9H19BClFO2P and charge -1 in a non-equilibrium geometry, with properties calculated with wB97M-V/def2-TZVPD.

Results
F_max (eV Å⁻¹): 2.4
LUMO level (eV): 3.30
Total charge: -1
Spin multiplicity: 1
HOMO energy (eV): -4.571

```
34
Properties=species:S:1:pos:R:3:forces:R:3
C 0.032783 -2.801224 2.010100 0.6 0.1 0.3
C -0.699853 -2.196767 1.246752 0.6 0.0 0.6
P -1.765291 -1.118398 0.103151 0.7 -2.3 0.4
C -2.158210 -2.641050 -0.996447 -1.1 -1.0 0.0
F -3.150756 -1.593755 1.069864 0.3 0.0 -0.2
Cl -3.198666 0.007384 -1.149740 -0.8 1.1 -0.6
C -0.315983 -0.565930 -0.997537 0.9 -0.1 -0.6
C 1.131237 -0.624297 -0.365099 0.4 -0.4 -1.2
C 2.117470 0.153315 -1.346459 0.4 -0.4 0.7
C 3.249319 1.000701 -0.652433 0.2 0.8 -0.2
C 2.804465 1.848306 0.605722 0.5 0.6 0.1
B -1.633236 0.448164 1.271555 -0.4 0.7 1.2
O -2.421968 0.496986 2.459687 0.4 0.8 -1.2
O -0.756966 1.552793 1.032915 -1.4 -0.6 -0.6
C -1.355133 2.584773 0.239121 0.6 1.5 -0.2
H 0.812057 -3.211639 2.680891 -1.2 0.4 -0.9
H -1.511776 -3.536974 -0.742102 -0.4 1.2 -0.3
H -3.217206 -2.961239 -0.748692 1.2 0.4 -0.4
H -2.135789 -2.420003 -2.096263 0.2 -0.1 1.0
H -0.541255 0.469242 -1.402260 0.3 -1.1 0.7
H -0.296416 -1.229403 -1.919630 0.0 0.7 1.0
H 1.201944 -0.283759 0.699929 -0.2 -0.1 -1.0
H 1.474672 -1.705333 -0.382025 -0.5 1.2 0.3
H 1.502727 0.824867 -2.003283 0.7 -0.5 0.5
H 2.634522 -0.627527 -1.988630 -0.7 1.0 0.4
H 4.177111 0.409866 -0.374817 -1.2 0.3 -0.3
H 3.617027 1.748112 -1.427730 -0.3 -0.9 0.8
H 1.709971 2.091662 0.655859 0.9 -0.5 -0.2
H 3.345352 2.847120 0.569573 -0.5 -1.1 0.1
H 3.102916 1.370696 1.582991 -0.4 0.3 -1.0
H -3.289178 0.907753 2.296130 0.4 -0.5 0.1
H -1.074666 2.527941 -0.857109 -0.4 -0.3 1.1
H -0.918338 3.568632 0.603540 -0.6 -1.0 -0.3
H -2.472897 2.658980 0.322464 1.0 -0.3 0.0
```
Forces are in eV/Å.

4.
Below is C28H42N4OPtSbSi2 as an isolated structure in a non-equilibrium geometry, with properties calculated with wB97M-V/def2-TZVPD.

Results
F_max (eV Å⁻¹): 1.9
LUMO level (eV): -2.75
Total charge: +1
Spin multiplicity: 1
HOMO energy (eV): -10.000

```
79
Properties=species:S:1:pos:R:3:forces:R:3
Pt -0.030002 0.074066 -0.148039 0.5 0.5 1.3
O 0.097087 0.189994 1.989266 -1.0 -0.2 0.2
C 1.034056 0.095069 2.875289 0.2 0.0 -0.1
C 0.666307 0.001835 4.237444 -0.1 0.2 0.2
C 1.599637 -0.032655 5.242963 0.0 -0.1 -0.3
C 2.960466 -0.019778 4.921651 0.3 0.0 0.2
C 3.345333 0.035849 3.607658 0.0 0.0 -0.3
C 2.410232 0.097540 2.555034 -0.1 -0.3 0.6
C 2.851423 0.168930 1.185269 0.0 0.1 -0.3
N 2.129340 0.332533 0.064914 -1.4 -0.4 -0.5
C 3.009855 0.500521 -0.980547 -0.1 0.2 -0.3
C 4.270387 0.399070 -0.520877 0.2 0.0 0.0
N 4.161429 0.186785 0.832905 -0.3 -0.1 -0.1
H -0.393493 0.006472 4.458578 0.0 0.0 0.0
H 1.285822 -0.067795 6.277494 0.0 0.0 0.0
H 3.708956 -0.050277 5.700796 0.0 0.0 0.0
H 4.404412 0.059269 3.380652 0.0 0.0 0.1
H 2.671551 0.718513 -1.976136 0.0 0.0 0.0
H 5.215740 0.475955 -1.025668 0.0 0.0 0.0
H 4.918251 -0.053881 1.448106 0.0 0.2 0.1
C -1.578318 -0.669652 -3.355259 0.2 0.3 0.2
Si -0.007818 -0.004417 -2.521283 -0.3 0.1 0.2
C 1.269362 -1.181851 -3.286761 0.1 0.3 0.3
C 0.331797 1.826717 -2.908738 0.0 -0.5 -0.3
C 0.610819 2.181468 -4.232176 0.0 0.1 0.0
C 0.860213 3.499749 -4.585006 0.0 0.0 0.0
C 0.851645 4.487164 -3.610337 0.0 0.0 0.0
C 0.593138 4.145611 -2.291570 -0.1 0.0 0.0
C 0.322342 2.824314 -1.921701 0.1 0.1 0.2
Si 0.001146 2.498549 -0.084963 0.0 -0.1 -0.4
C 1.333833 3.237131 1.012871 0.0 -0.4 -0.1
C -1.622485 3.239278 0.510349 0.1 -0.3 -0.1
H -1.383378 -0.736058 -4.427929 0.0 -0.1 0.0
H -2.471423 -0.066723 -3.226516 0.0 0.0 -0.1
H -1.793656 -1.673653 -2.983167 0.0 0.0 0.0
H 1.181199 -1.136715 -4.374257 -0.1 0.0 0.0
H 1.044081 -2.201172 -2.966458 0.0 0.0 -0.1
H 2.306996 -0.978892 -3.030690 0.0 -0.1 0.0
H 0.627835 1.418534 -5.003496 0.0 0.0 0.0
H 1.062580 3.755671 -5.616901 0.0 0.0 0.0
H 1.047249 5.517579 -3.876371 0.0 0.0 0.0
H 0.592406 4.920836 -1.531961 0.0 0.1 0.0
H 1.276001 4.327141 1.002438 -0.1 0.0 -0.1
H 2.339131 2.946267 0.709720 0.0 0.0 -0.1
H 1.185264 2.902836 2.041988 0.0 0.0 0.0
H -1.531188 4.327681 0.519871 0.1 0.0 0.0
H -1.827821 2.908853 1.530498 0.0 0.0 0.0
H -2.476373 2.977753 -0.109974 0.0 0.1 0.0
C 0.653725 -5.246644 -1.770398 -0.1 0.0 0.1
C -0.191764 -4.891109 -0.552535 -0.1 0.4 -0.2
Sb -0.004950 -2.820050 0.104587 0.3 -0.4 0.5
C 1.929723 -3.085167 1.022010 -0.1 0.0 -0.1
C 3.095123 -2.958172 0.040460 -0.1 0.0 0.1
C -1.204204 -2.998466 1.897332 0.1 -0.2 -0.1
C -0.877067 -4.191119 2.790483 0.0 0.1 -0.1
H 0.518559 -6.299140 -2.024783 0.0 0.0 0.0
H 1.714400 -5.091641 -1.578273 0.0 0.0 -0.1
H 0.371457 -4.654145 -2.641708 0.0 0.0 0.0
H 0.110296 -5.485955 0.309197 -0.1 0.1 0.1
H -1.247920 -5.073265 -0.752654 0.0 0.0 0.1
H 1.937961 -4.067065 1.496809 0.0 0.0 0.1
H 2.001052 -2.325017 1.800232 0.0 -0.1 0.1
H 3.147964 -3.818557 -0.625064 0.1 0.0 0.0
H 4.043681 -2.900693 0.578513 0.0 0.0 0.0
H 3.001510 -2.065314 -0.578229 0.1 0.0 0.0
H -2.245907 -3.043960 1.573395 0.0 0.0 0.0
H -1.051116 -2.061812 2.436891 0.0 0.0 0.0
H -1.082318 -5.135575 2.286784 0.0 0.0 0.0
H -1.492001 -4.160426 3.691877 0.0 0.0 0.0
H 0.166840 -4.180716 3.104081 0.0 0.0 0.0
N -4.316921 -0.277688 0.743659 0.1 0.2 -0.2
C -4.389412 0.388076 -0.459715 0.0 0.1 0.0
C -3.106456 0.623878 -0.825378 -0.2 0.0 0.0
N -2.260865 0.102340 0.129641 1.5 0.2 -1.1
C -3.021630 -0.416522 1.064682 0.2 -0.1 0.5
H -5.099544 -0.600528 1.287360 0.1 0.0 0.1
H -5.321821 0.649948 -0.925106 0.0 0.0 0.0
H -2.730412 1.154907 -1.678307 0.0 0.0 0.0
H -2.674150 -0.846719 1.985993 0.0 -0.1 0.0
```
Forces are in eV/Å.